1.
C37H41F4GeNO3TeV as an isolated structure, computed with wB97M-V/def2-TZVPD.

Atoms and positions in Å:
V: 0.75 -1.94 -0.23
C: 4.60 -1.25 0.78
Ge: 3.87 -1.06 -1.03
C: 5.21 -1.64 -2.33
C: 3.48 0.84 -1.33
C: 2.28 -2.18 -1.25
H: 5.56 -0.74 0.83
H: 4.75 -2.30 1.03
H: 3.93 -0.82 1.52
H: 6.11 -1.03 -2.26
H: 4.82 -1.55 -3.35
H: 5.49 -2.68 -2.16
H: 4.26 1.46 -0.87
H: 2.52 1.11 -0.90
H: 3.45 1.06 -2.40
H: 2.43 -3.05 -1.89
F: -4.77 -4.79 -1.10
C: -3.56 -4.20 -0.95
C: -3.02 -3.50 -2.01
C: -1.78 -2.90 -1.84
C: -1.05 -3.00 -0.64
C: -1.65 -3.73 0.39
C: -2.90 -4.33 0.25
H: -3.57 -3.43 -2.94
H: -1.40 -2.34 -2.68
H: -1.12 -3.88 1.32
H: -3.35 -4.90 1.06
F: 2.46 -2.60 4.01
C: 1.94 -3.56 3.26
F: 2.82 -4.56 3.18
F: 0.84 -4.03 3.88
C: 1.54 -3.05 1.86
O: 1.30 -3.86 0.96
O: 1.41 -1.80 1.71
C: -4.25 6.21 -0.10
C: -3.59 4.86 -0.11
C: -4.08 3.82 0.67
C: -3.49 2.56 0.66
C: -4.10 1.49 1.53
C: -2.35 2.35 -0.14
Te: -1.75 0.30 -0.05
N: 0.00 -0.10 -1.02
C: -0.37 0.03 -2.31
O: -1.52 0.41 -2.60
C: 0.63 -0.16 -3.41
C: 0.97 -1.42 -3.89
C: 1.87 -1.55 -4.94
C: 2.45 -0.42 -5.50
C: 2.12 0.83 -5.02
C: 1.20 0.97 -3.99
C: -0.80 0.41 1.85
C: 0.27 1.28 2.10
C: 0.80 2.28 1.10
C: 0.88 1.24 3.35
C: 0.47 0.37 4.34
C: 1.17 0.31 5.67
C: -0.61 -0.46 4.08
C: -1.26 -0.46 2.85
C: -2.43 -1.40 2.71
C: -1.82 3.39 -0.91
C: -0.57 3.30 -1.74
C: -2.47 4.62 -0.88
H: -5.15 6.21 0.50
H: -4.51 6.52 -1.11
H: -3.57 6.97 0.31
H: -4.96 3.97 1.28
H: -4.93 1.90 2.10
H: -3.38 1.10 2.26
H: -4.49 0.65 0.95
H: 0.53 -2.31 -3.46
H: 2.12 -2.54 -5.30
H: 3.16 -0.53 -6.31
H: 2.56 1.72 -5.46
H: 0.95 1.95 -3.63
H: 0.55 2.00 0.08
H: 1.89 2.33 1.17
H: 0.40 3.27 1.31
H: 1.72 1.90 3.53
H: 2.02 0.99 5.70
H: 1.53 -0.70 5.86
H: 0.49 0.57 6.48
H: -0.95 -1.15 4.84
H: -3.28 -1.04 3.29
H: -2.76 -1.56 1.69
H: -2.16 -2.38 3.11
H: -0.26 2.28 -1.92
H: 0.24 3.83 -1.25
H: -0.74 3.76 -2.72
H: -2.06 5.42 -1.48

Computed properties:
ΔE to the lowest compared entry with this formula, charge and spin ... 34.48 kcal per mole
Kohn-Sham gap (alpha / beta) ... 8.276 / 8.069 eV
Energy ... -147032.7831 eV
M ... 874.9 g mol⁻¹
LUMO (alpha / beta) ... 0.114 / 0.207 eV
⟨S²⟩ ... 1.247
2S+1 ... 2

2.
A 3-piece molecular cluster, C5H17NO2 overall, computed with wB97M-V/def2-TZVPD.

Atoms and positions in Å:
C: -2.12 0.26 0.02
C: -1.05 1.12 -0.69
C: -0.94 0.66 -2.16
C: 0.31 1.12 0.10
C: 1.02 2.43 -0.21
N: 1.12 -0.04 -0.25
H: -2.20 0.51 1.07
H: -1.77 -0.77 -0.06
H: -3.03 0.42 -0.54
H: -1.44 2.14 -0.66
H: 0.06 0.58 -2.58
H: -1.50 -0.26 -2.35
H: -1.45 1.41 -2.77
H: -0.11 0.97 1.10
H: 1.88 2.74 0.38
H: 1.13 2.45 -1.30
H: 0.31 3.25 -0.07
H: 1.01 -0.29 -1.22
H: 2.09 0.00 0.03
O: 1.88 -2.07 2.33
H: 0.99 -2.27 2.66
H: 1.55 -1.76 1.46
O: -0.54 -2.58 0.57
H: 0.28 -2.83 0.13
H: -0.60 -1.65 0.30

Computed properties:
ΔE to the lowest compared entry with this formula, charge and spin ... 20.25 kcal per mole
Kohn-Sham gap ... 10.449 eV
Energy ... -11045.3783 eV
M ... 123.2 g mol⁻¹
SMILES ... CC(C)[C@H](C)N.O.O
LUMO ... 0.743 eV

3.
An isolated ion of composition CH2NOS3 and charge -1, computed with wB97M-V/def2-TZVPD.

Atoms and positions in Å:
N: -1.42 0.96 0.42
S: -1.06 -0.36 1.36
S: 1.23 -0.52 1.29
C: 1.19 -0.93 -0.68
O: 1.58 -2.04 -0.88
S: 0.74 0.36 -1.61
H: -1.41 0.77 -0.59
H: -0.83 1.75 0.68

Computed properties:
Net charge ... -1
ΔE to the lowest compared entry with this formula, charge and spin ... 12.87 kcal per mole
Kohn-Sham gap ... 7.288 eV
Energy ... -37114.2239 eV
M ... 140.2 g mol⁻¹
SMILES ... NSSC([O-])=S
LUMO ... 3.478 eV

4.
C55H62BBeBrClF3LiN6O13S2 as an isolated structure, computed with wB97M-V/def2-TZVPD.

Atoms and positions in Å:
C: 2.37 -3.49 2.42
O: 2.70 -2.25 1.76
B: 2.01 -1.17 2.23
O: 0.78 -1.25 2.82
C: 2.63 0.30 2.19
C: 2.76 0.99 3.36
C: 2.41 0.43 4.67
C: 2.87 -0.83 5.03
C: 2.60 -1.39 6.27
C: 1.85 -0.67 7.19
C: 1.37 0.58 6.84
C: 1.65 1.13 5.60
C: 3.25 2.34 3.34
C: 3.66 2.90 2.07
O: 4.15 4.16 2.04
C: 3.55 2.12 0.90
C: 3.03 0.85 0.93
N: 2.92 0.05 -0.23
C: 1.65 0.20 -1.04
C: 0.54 1.04 -0.47
C: 0.48 2.42 -0.53
C: -0.61 3.10 -0.03
C: -1.69 2.42 0.51
C: -2.92 3.13 0.99
C: -1.64 1.03 0.58
C: -0.53 0.37 0.10
C: 4.06 0.17 -1.10
C: 4.50 -1.00 -1.72
C: 3.74 -2.27 -1.47
C: 4.13 -3.42 -2.33
N: 4.80 -4.41 -1.91
C: 5.59 -0.95 -2.58
C: 6.23 0.25 -2.80
F: 7.29 0.25 -3.63
C: 5.84 1.43 -2.20
C: 6.58 2.71 -2.47
C: 5.82 3.72 -3.33
C: 6.68 4.96 -3.52
C: 5.96 6.06 -4.29
N: 4.90 6.66 -3.47
C: 4.95 7.03 -2.16
C: 3.70 7.51 -1.83
C: 2.88 7.43 -2.97
C: 3.66 6.90 -3.97
C: 4.73 1.35 -1.37
S: 4.12 2.83 -0.60
H: 2.31 -3.35 3.50
H: 1.43 -3.88 2.04
H: 3.17 -4.19 2.24
H: 0.12 -1.79 2.37
H: 3.47 -1.37 4.31
H: 2.99 -2.37 6.49
H: 1.67 -1.11 8.16
H: 0.80 1.13 7.57
H: 1.28 2.12 5.39
H: 3.35 3.04 4.32
H: 5.08 3.85 2.24
H: 1.95 0.61 -2.00
H: 1.22 -0.77 -1.25
H: 1.28 2.99 -0.99
H: -0.65 4.18 -0.11
H: -3.61 3.01 0.11
H: -3.38 2.67 1.86
H: -2.79 4.20 1.09
H: -2.46 0.45 0.99
H: -0.52 -0.71 0.13
H: 2.70 -2.06 -1.73
H: 3.73 -2.51 -0.40
H: 3.79 -3.40 -3.36
H: 5.01 -4.28 -0.92
H: 5.94 -1.83 -3.08
H: 6.89 3.18 -1.53
H: 7.50 2.45 -3.00
H: 4.88 4.00 -2.87
H: 5.64 3.29 -4.31
H: 7.59 4.70 -4.07
H: 7.01 5.33 -2.55
H: 6.65 6.84 -4.60
H: 5.45 5.63 -5.15
H: 5.82 6.93 -1.55
H: 3.44 7.89 -0.86
H: 1.86 7.72 -3.07
H: 3.42 6.65 -4.98
Be: -5.48 2.71 -0.32
F: 2.91 -8.36 -7.96
C: 2.56 -7.33 -7.14
C: 1.55 -6.48 -7.54
C: 1.19 -5.43 -6.70
C: 1.85 -5.23 -5.49
C: 2.87 -6.10 -5.13
C: 3.23 -7.16 -5.95
H: 1.05 -6.65 -8.48
H: 0.39 -4.76 -6.99
H: 1.55 -4.39 -4.83
H: 3.39 -5.96 -4.19
H: 4.02 -7.85 -5.68
Cl: 0.72 -2.82 -3.80
Br: 5.40 2.20 3.42
Li: -4.62 0.33 -1.27
N: -3.36 -2.18 2.83
O: -3.50 -2.67 3.95
O: -2.76 -2.83 1.92
O: -3.78 -1.04 2.57
C: -6.38 5.38 4.62
C: -6.89 4.83 3.29
C: -8.28 5.34 2.90
O: -9.36 4.76 3.60
C: -9.61 5.30 4.88
N: -6.84 3.36 3.34
H: -6.85 4.88 5.47
H: -5.31 5.21 4.71
H: -6.57 6.45 4.70
H: -6.19 5.17 2.52
H: -8.45 5.09 1.85
H: -8.33 6.44 2.97
H: -9.41 6.37 4.92
H: -9.02 4.78 5.65
H: -10.66 5.13 5.11
H: -7.07 2.99 2.42
H: -7.60 3.05 3.93
F: 3.47 3.50 5.55
C: -5.38 -8.10 1.42
C: -5.85 -7.92 2.71
C: -6.01 -6.64 3.22
C: -5.69 -5.56 2.42
C: -5.21 -5.72 1.14
C: -5.05 -7.00 0.63
N: -5.86 -4.19 2.94
O: -6.26 -4.07 4.08
O: -5.61 -3.29 2.18
H: -5.26 -9.10 1.02
H: -6.10 -8.77 3.33
H: -6.37 -6.49 4.23
H: -4.95 -4.86 0.53
H: -4.68 -7.14 -0.37
C: -4.12 -3.88 -5.25
C: -5.10 -3.05 -4.43
O: -5.23 -3.77 -3.20
S: -3.83 -4.50 -2.85
O: -3.12 -3.69 -1.93
O: -4.09 -5.87 -2.60
O: -3.16 -4.34 -4.30
H: -4.61 -4.74 -5.70
H: -3.62 -3.29 -6.02
H: -6.07 -2.95 -4.91
H: -4.69 -2.06 -4.21

Computed properties:
Net charge ... -1
Kohn-Sham gap ... 4.314 eV
Energy ... -207259.4108 eV
M ... 1278.4 g mol⁻¹
LUMO ... -0.908 eV

5.
One molecule with the formula C4H8N4O, computed with wB97M-V/def2-TZVPD.

Atoms and positions in Å:
H: 0.83 2.88 -1.28
N: 0.96 1.99 -1.77
C: 0.53 1.12 -0.93
C: -0.09 1.61 0.45
C: -1.17 0.62 0.67
N: -0.46 -0.72 0.75
C: 0.09 -0.98 -0.53
N: 0.32 -2.35 -0.65
O: 0.71 -3.04 0.61
N: 0.53 -0.18 -1.47
H: 0.83 1.35 1.19
H: -0.40 2.64 0.51
H: -1.91 0.70 -0.28
H: -1.79 0.64 1.60
H: -0.92 -1.63 1.08
H: 1.02 -2.48 -1.36
H: 0.93 -2.18 1.39

Computed properties:
ΔE to the lowest compared entry with this formula, charge and spin ... 111.94 kcal per mole
Kohn-Sham gap ... 9.331 eV
Energy ... -12281.5831 eV
M ... 128.1 g mol⁻¹
SMILES ... [H]/N=C1\CCNC(NO)=N1
LUMO ... 0.424 eV

6.
One molecule with the formula C20H19Cl2F3N4O, computed with wB97M-V/def2-TZVPD.

Atoms and positions in Å:
O: -3.29 -1.80 -5.03
C: -3.19 -1.63 -3.61
C: -4.48 -1.10 -3.13
C: -4.58 -0.82 -1.67
C: -3.33 -0.08 -1.23
N: -3.41 -0.07 0.25
C: -2.30 0.25 1.01
C: -1.45 -0.79 1.36
C: -0.25 -0.54 1.94
C: 0.06 0.81 2.30
C: 1.43 1.06 2.85
C: 2.66 0.62 2.14
C: 3.90 0.66 2.67
N: 4.00 1.14 4.00
C: 5.11 1.34 4.89
C: 6.58 1.21 4.60
C: 7.20 2.16 3.55
F: 8.34 1.55 3.16
F: 6.30 2.47 2.63
F: 7.47 3.23 4.27
N: 4.70 1.93 6.01
N: 3.30 2.11 5.82
C: 2.95 1.66 4.66
C: 1.59 1.62 4.05
Cl: 0.30 2.09 5.09
C: -0.79 1.92 1.97
C: -2.01 1.59 1.30
Cl: -3.14 2.95 0.93
C: -2.01 -0.77 -1.63
C: -1.91 -0.95 -3.14
H: -2.50 -2.15 -5.40
H: -3.18 -2.55 -3.16
H: -5.18 -1.88 -3.39
H: -4.89 -0.20 -3.63
H: -4.58 -1.76 -1.12
H: -5.46 -0.27 -1.53
H: -3.31 0.87 -1.70
H: -4.32 0.18 0.61
H: -1.68 -1.76 1.11
H: 0.41 -1.35 2.23
H: 2.46 0.21 1.07
H: 4.71 0.24 2.12
H: 7.14 1.27 5.61
H: 6.63 0.23 4.16
H: -0.70 2.93 2.28
H: -2.00 -1.83 -1.25
H: -1.20 -0.21 -1.21
H: -1.14 -1.61 -3.29
H: -1.70 -0.15 -3.85

Computed properties:
Kohn-Sham gap ... 8.779 eV
Energy ... -62251.6948 eV
M ... 459.3 g mol⁻¹
SMILES ... O[C@H]1CC[C@H](Nc2ccc(-c3ccn4c(CC(F)(F)F)nnc4c3Cl)cc2Cl)CC1
LUMO ... 0.056 eV

7.
C36H90F9N6O14Ti as an isolated structure, computed with wB97M-V/def2-TZVPD.

Atoms and positions in Å:
Ti: -0.58 1.83 -1.57
O: -0.76 3.68 1.94
H: -0.94 4.45 1.41
H: 0.15 3.64 2.24
H: -1.08 2.95 1.39
O: -2.93 4.98 -1.42
H: -3.53 4.30 -1.11
H: -2.43 5.47 -0.76
H: -2.31 4.55 -2.01
C: -2.02 0.68 0.71
O: -0.95 0.13 -0.12
O: -2.32 2.01 0.30
C: -3.25 -0.24 0.97
F: -3.87 0.12 2.07
F: -4.17 -0.17 0.05
F: -2.92 -1.51 1.15
C: 0.14 -0.65 0.43
C: 0.90 -1.24 -0.64
H: 1.30 -0.67 -1.48
H: 1.80 -1.70 -0.23
H: 0.31 -2.00 -1.15
H: -0.19 -1.45 1.09
H: 0.79 0.03 0.99
H: -1.50 0.78 1.67
C: -1.37 3.29 -4.14
O: -2.07 2.12 -3.62
O: -0.88 3.99 -2.90
C: -0.31 2.88 -5.25
F: 0.87 3.41 -5.07
F: -0.24 1.58 -5.37
F: -0.72 3.22 -6.49
C: -3.28 1.73 -4.17
C: -3.64 0.49 -3.39
H: -3.88 0.68 -2.35
H: -4.54 0.07 -3.84
H: -2.79 -0.18 -3.37
H: -3.17 1.54 -5.24
H: -4.05 2.49 -4.08
H: -2.18 3.86 -4.60
C: 2.84 2.86 -0.54
O: 3.39 3.99 -1.24
O: 1.44 2.96 -0.58
C: 3.50 1.38 -0.82
F: 3.15 0.76 -1.97
F: 4.82 1.45 -0.84
F: 3.19 0.52 0.10
C: 4.73 4.51 -0.91
C: 4.98 5.86 -1.61
H: 4.76 5.82 -2.67
H: 4.42 6.66 -1.14
H: 6.03 6.15 -1.53
H: 5.49 3.82 -1.26
H: 5.06 4.47 0.13
H: 3.17 3.12 0.47
C: 0.65 -1.19 4.22
C: 1.91 -0.85 5.08
C: 2.19 -1.99 6.05
O: 3.46 -1.74 6.69
C: 3.64 -2.68 7.72
N: 3.10 -0.80 4.23
H: -0.29 -1.35 4.74
H: 0.94 -2.13 3.76
H: 0.37 -0.45 3.46
H: 1.64 0.01 5.70
H: 2.31 -2.93 5.52
H: 1.30 -2.15 6.66
H: 4.30 -2.39 8.53
H: 3.88 -3.69 7.36
H: 2.73 -2.84 8.30
H: 3.72 -0.32 4.88
H: 3.30 -1.79 4.21
C: -4.56 4.30 1.52
C: -5.44 3.74 0.47
C: -6.63 4.75 0.25
O: -7.56 4.23 -0.74
C: -7.58 5.06 -1.87
N: -4.88 3.32 -0.76
H: -4.08 5.26 1.31
H: -3.90 3.47 1.76
H: -5.16 4.43 2.42
H: -5.87 2.85 0.92
H: -6.22 5.74 0.05
H: -7.21 4.73 1.17
H: -8.39 4.86 -2.58
H: -6.60 5.29 -2.29
H: -7.71 6.09 -1.54
H: -5.69 2.94 -1.24
H: -4.31 2.51 -0.59
C: 0.42 -5.65 4.47
C: 0.39 -6.87 3.49
C: 1.26 -6.65 2.26
O: 1.01 -5.39 1.69
C: 2.08 -4.98 0.82
N: 0.77 -8.08 4.24
H: 1.37 -5.12 4.42
H: 0.21 -5.90 5.51
H: -0.34 -4.92 4.17
H: -0.65 -6.79 3.17
H: 1.23 -7.52 1.60
H: 2.27 -6.73 2.64
H: 1.78 -4.02 0.41
H: 2.20 -5.67 -0.01
H: 2.93 -5.04 1.51
H: 1.76 -8.24 4.27
H: 0.30 -8.89 3.87
C: -0.22 -1.79 -4.35
C: -0.70 -1.90 -5.80
C: -2.12 -1.35 -6.10
O: -2.58 -1.51 -7.47
C: -3.92 -1.13 -7.58
N: 0.36 -1.34 -6.64
H: 0.82 -2.07 -4.15
H: -0.88 -2.50 -3.85
H: -0.46 -0.81 -3.94
H: -0.82 -2.97 -6.01
H: -2.14 -0.29 -5.86
H: -2.79 -1.94 -5.46
H: -4.29 -1.18 -8.61
H: -4.05 -0.12 -7.20
H: -4.68 -1.74 -7.09
H: -0.04 -1.28 -7.57
H: 0.54 -0.42 -6.25
C: 4.10 -5.60 -4.56
C: 4.35 -5.74 -3.04
C: 4.29 -4.43 -2.18
O: 4.94 -3.26 -2.64
C: 4.65 -2.16 -1.81
N: 3.48 -6.83 -2.54
H: 4.45 -6.40 -5.21
H: 4.68 -4.73 -4.87
H: 3.09 -5.31 -4.87
H: 5.41 -6.00 -2.93
H: 4.74 -4.68 -1.22
H: 3.24 -4.21 -2.01
H: 4.79 -2.40 -0.76
H: 3.59 -1.92 -1.86
H: 5.12 -1.21 -2.07
H: 3.70 -7.73 -2.96
H: 2.57 -6.66 -2.94
C: 0.73 4.80 5.38
C: 1.13 3.38 4.93
C: 0.08 2.34 5.06
O: -1.14 2.53 4.37
C: -2.01 1.39 4.52
N: 1.46 3.58 3.55
H: 1.51 5.54 5.57
H: 0.28 4.82 6.37
H: 0.05 5.27 4.66
H: 2.06 3.00 5.35
H: 0.04 1.95 6.08
H: 0.42 1.47 4.49
H: -1.49 0.55 4.05
H: -2.99 1.67 4.14
H: -2.09 0.99 5.53
H: 2.13 4.34 3.53
H: 1.93 2.72 3.28

Computed properties:
Kohn-Sham gap (alpha / beta) ... 3.718 / 8.575 eV
Energy ... -123957.0180 eV
M ... 1050.0 g mol⁻¹
LUMO (alpha / beta) ... 0.328 / 0.274 eV
⟨S²⟩ ... 3.752
2S+1 ... 4